Density functional theory data (ωB97M-V with the def2-TZVPD basis set) for C23H34AuN2SSi3 as an isolated structure.

```
64
Properties=species:S:1:pos:R:3:forces:R:3:nbo_charge:R:1
C 2.861 0.011 0.138 0.1 0.0 0.1 -0.19
S -1.220 -1.112 5.434 0.0 0.0 0.0 0.49
H -1.788 -2.131 0.217 0.0 0.0 -0.1 0.24
H 6.029 0.672 1.145 0.0 0.0 0.0 0.24
H -2.859 0.865 -2.131 0.0 0.0 -0.1 0.23
C -0.048 -0.693 3.211 0.0 0.0 -0.1 -0.23
N 2.203 0.488 1.210 0.0 -0.2 0.0 -0.51
C -3.353 0.254 0.966 0.1 0.1 0.0 0.12
Au -0.017 0.025 1.260 0.0 0.2 0.0 1.00
H 1.625 3.752 -1.372 0.0 0.0 0.0 0.26
H -2.558 -2.960 -1.141 0.0 0.0 0.0 0.25
C 1.583 2.774 -0.885 0.1 0.0 0.0 -1.14
Si 1.820 -0.766 -1.248 0.0 0.0 0.1 1.70
N -2.305 0.003 1.751 0.0 0.0 0.0 -0.51
C 2.654 -0.334 -2.865 0.0 0.0 -0.1 -1.14
C -1.391 2.732 -0.551 -0.1 0.0 0.0 -1.13
C 4.241 1.127 2.245 0.1 0.0 0.0 -0.24
C -2.799 -0.173 -2.459 0.0 0.1 0.0 -1.14
C 1.894 -2.599 -0.904 -0.1 0.0 0.0 -1.14
H 0.391 -2.302 -3.502 0.0 0.0 0.0 0.23
C 4.251 0.067 0.102 0.0 0.0 0.0 -0.23
C -3.770 -0.228 3.610 0.0 0.0 0.1 -0.23
C 2.863 1.029 2.236 -0.1 0.0 0.0 0.05
H 2.895 0.730 -2.919 0.0 0.0 0.0 0.25
H -0.427 -0.971 -4.329 0.0 0.0 0.0 0.24
C 0.457 -1.415 5.331 0.0 0.0 0.1 -0.38
H -3.674 -0.698 -2.066 0.0 0.0 0.0 0.25
Si -1.215 -1.076 -1.979 -0.1 -0.1 0.0 1.70
C 0.962 -1.155 4.091 0.0 0.0 -0.1 -0.30
H -3.903 -0.432 4.665 0.0 0.0 0.0 0.24
H 2.263 1.390 3.063 0.0 0.0 0.0 0.22
C -4.647 0.290 1.445 0.0 0.0 0.0 -0.28
H 4.746 1.584 3.084 0.0 0.0 0.0 0.24
H 2.500 2.241 -1.141 0.0 0.1 0.0 0.24
H -2.890 -0.168 -3.548 0.0 0.0 0.0 0.26
H 0.988 -1.774 6.200 0.0 0.0 0.0 0.25
H 2.020 -0.581 -3.718 0.0 0.0 0.0 0.26
H 2.000 -1.303 3.829 0.0 0.0 0.0 0.23
H 3.582 -0.903 -2.970 0.0 0.0 0.0 0.25
C -2.496 -0.263 3.056 0.0 0.0 -0.1 0.20
H 4.781 -0.326 -0.758 0.0 0.0 0.0 0.23
H -1.254 3.815 -0.631 0.0 0.0 0.0 0.26
C -0.554 -1.768 -3.592 0.1 0.0 0.0 -1.13
H -1.294 -2.469 -3.988 0.0 0.0 0.0 0.26
H -0.198 3.149 -3.531 0.0 0.0 0.0 0.26
C -1.635 -2.478 -0.809 0.0 0.0 0.1 -1.13
H -2.367 2.498 -0.976 0.0 0.0 0.0 0.24
H -1.416 2.487 0.514 0.0 0.0 0.0 0.24
H 2.942 -2.912 -0.901 0.0 0.0 0.0 0.25
H -5.849 0.091 3.215 0.0 0.0 0.0 0.24
H 1.371 -3.196 -1.652 0.0 0.0 0.0 0.25
H -0.849 -3.235 -0.793 0.0 0.0 0.0 0.25
H 1.582 2.942 0.195 0.0 0.0 0.0 0.24
C 4.948 0.627 1.161 0.0 0.0 0.0 -0.13
Si 0.029 1.892 -1.436 0.0 0.0 0.1 1.69
C -0.158 2.083 -3.290 0.0 -0.1 -0.1 -1.11
C -1.283 -0.621 3.786 -0.1 -0.1 0.1 -0.34
H -3.137 0.435 -0.077 0.0 0.0 0.1 0.20
H 0.688 1.647 -3.825 0.0 0.0 0.0 0.24
H -1.074 1.617 -3.658 0.0 0.0 0.0 0.24
C 0.110 0.008 -1.167 0.1 -0.1 -0.2 -1.49
C -4.851 0.057 2.798 0.0 0.0 0.0 -0.12
H -5.469 0.496 0.775 0.0 0.0 0.0 0.24
H 1.470 -2.834 0.075 0.0 0.0 0.0 0.25
```
Positions in Å, forces in eV/Å.

As for the total energy: -2408.505651 Ha. For the energy above the lowest of the compared OMol25 structures with the same formula, charge and spin, the calculation gives 6.0 kcal/mol. The value obtained for the HOMO energy (alpha / beta) is -10.46 / -11.18 eV. As for the HOMO-LUMO gap (alpha / beta): 7.691 / 5.737 eV. As for the LUMO energy (alpha / beta): -2.769 / -5.445 eV. As for the charge: +1. The spin multiplicity is 3.

Density functional theory data (ωB97M-V with the def2-TZVPD basis set) for C23H34AuN2SSi3 as an isolated structure.

```
64
Properties=species:S:1:pos:R:3:forces:R:3:nbo_charge:R:1
N 0.128 2.005 -1.583 0.0 0.0 -0.2 -0.58
H 3.146 -1.577 0.469 0.0 0.1 0.0 0.25
H -1.746 -2.159 0.152 0.0 0.0 -0.1 0.23
Si -0.217 -1.402 1.978 0.0 -0.1 0.1 1.67
C -0.076 -2.854 -2.360 0.0 0.0 0.0 -0.35
H 3.779 0.828 3.132 0.0 0.0 0.0 0.25
C -2.563 -0.266 -2.604 0.0 0.0 0.0 0.06
H 2.141 3.154 1.172 0.0 0.0 0.0 0.24
H -2.680 -1.435 1.470 0.0 0.0 0.0 0.24
C 1.054 -2.767 1.829 0.0 0.0 0.0 -1.13
H 2.949 -0.435 -0.871 0.1 0.1 0.1 0.22
C -0.476 4.024 -0.511 0.0 0.0 0.0 -0.23
C 0.961 -2.053 -1.953 0.1 0.0 0.0 -0.28
H 2.133 1.109 3.705 0.0 0.0 0.0 0.24
H 0.266 3.252 2.627 0.0 0.0 0.0 0.25
H 2.367 2.464 -0.439 0.1 0.0 0.0 0.23
H 0.867 2.134 -3.510 0.0 0.0 0.0 0.22
H 2.747 -4.886 -2.067 0.0 0.0 0.0 0.25
C -0.119 4.753 -1.633 0.0 0.0 0.0 -0.12
H 4.269 -0.229 0.273 0.0 0.0 0.0 0.26
C -3.699 -2.262 -3.216 0.0 0.0 0.0 -0.11
C 2.002 -4.107 -2.099 0.0 0.0 0.0 -0.38
C -1.385 -2.285 -2.612 0.0 0.0 0.1 0.22
H 1.373 -2.910 0.796 0.0 0.0 0.0 0.24
H 2.695 -0.537 3.398 0.0 0.0 0.0 0.24
N -1.439 -0.955 -2.407 -0.1 0.1 0.0 -0.47
H -2.514 0.801 -2.429 0.0 0.0 0.0 0.22
C -0.702 2.758 2.538 0.0 0.0 0.0 -1.13
H -1.481 3.523 2.516 0.0 0.0 0.0 0.25
H -4.594 -2.782 -3.531 0.0 0.0 0.0 0.24
C 2.613 2.343 0.617 0.0 0.0 0.0 -1.13
Au 0.484 -0.108 -1.676 0.0 -0.2 -0.1 1.02
H 3.694 2.476 0.709 0.0 0.0 0.0 0.25
C -0.539 -1.016 3.787 0.0 0.0 0.0 -1.11
C -0.347 2.639 -0.492 0.0 0.0 0.1 -0.15
C 0.481 2.704 -2.674 0.0 0.1 0.0 0.06
H -0.855 2.170 3.446 0.0 0.0 0.0 0.26
H -2.797 0.515 -0.017 0.0 0.0 0.0 0.24
C -2.526 -2.967 -3.021 0.0 0.0 0.0 -0.23
C -3.725 -0.887 -3.011 0.0 0.0 0.0 -0.26
H 1.940 -2.585 2.442 0.0 0.0 0.0 0.24
C -1.813 -2.052 1.236 0.0 0.0 0.0 -1.12
H 0.348 -0.631 4.292 0.0 0.0 0.0 0.24
Si 2.198 0.623 1.253 0.0 0.1 0.1 1.67
H 0.608 -3.706 2.167 0.0 0.0 0.0 0.25
H 3.118 -2.365 -1.506 -0.1 -0.1 -0.1 0.24
H -0.217 5.830 -1.644 0.0 0.0 0.0 0.24
Si -0.820 1.620 1.057 -0.1 0.1 0.1 1.67
H -0.849 4.531 0.369 0.0 0.0 0.0 0.24
H 0.678 4.597 -3.637 0.0 0.0 0.0 0.24
H -1.339 -0.280 3.900 0.0 0.0 0.0 0.23
H -2.482 -4.036 -3.178 0.0 0.0 0.0 0.24
H -3.190 2.100 0.668 0.0 0.0 0.0 0.25
H -4.624 -0.307 -3.162 0.0 0.0 0.0 0.24
S 0.403 -4.488 -2.556 0.0 0.0 0.0 0.50
C 2.168 -2.783 -1.806 0.1 -0.2 -0.1 -0.29
H -3.029 0.697 1.721 0.0 0.0 0.0 0.25
C 2.742 0.494 3.041 0.1 0.0 0.0 -1.12
H -0.854 -1.924 4.307 0.0 0.0 0.0 0.25
C 3.222 -0.529 0.186 0.1 0.1 0.1 -1.12
H -1.995 -3.047 1.649 0.0 0.0 0.0 0.25
C -2.623 1.180 0.830 0.0 0.0 0.0 -1.13
C 0.363 0.210 1.210 0.0 0.1 -0.1 -1.39
C 0.375 4.077 -2.740 0.0 0.0 0.1 -0.24
```
Positions in Å, forces in eV/Å.

As for the total energy: -2408.515278 Ha. For the energy above the lowest of the compared OMol25 structures with the same formula, charge and spin, the calculation gives 0.0 kcal/mol. The value obtained for the HOMO energy (alpha / beta) is -10.82 / -11.26 eV. As for the HOMO-LUMO gap (alpha / beta): 7.805 / 6.219 eV. As for the LUMO energy (alpha / beta): -3.014 / -5.039 eV. As for the charge: +1. The spin multiplicity is 3.

Density functional theory data (ωB97M-V with the def2-TZVPD basis set) for C23H34BCrF6GeN6O7S2 as an isolated structure at a distorted geometry.

```
81
Properties=species:S:1:pos:R:3:forces:R:3:lowdin_charge:R:1
H 2.369 -4.420 -0.181 0.0 0.1 0.0 0.06
H 2.955 -5.020 2.177 0.2 0.1 0.0 0.07
C 0.963 -5.170 1.304 0.1 -0.3 -0.1 -0.64
O -1.058 1.879 -0.554 -0.6 0.2 -0.5 0.05
C 4.106 -2.176 -2.363 -0.3 -0.2 -0.4 -0.62
H -1.533 -3.300 -1.923 0.1 0.0 -0.2 0.00
C -2.859 -0.308 -2.279 0.6 -0.1 0.4 -0.22
C 2.058 -5.624 2.289 -0.2 0.2 -0.2 -0.05
C -5.270 4.474 0.007 -0.2 0.0 0.0 -0.56
N 5.387 -0.207 -0.942 -0.3 0.5 0.4 -0.27
F 4.070 -3.355 -1.739 0.0 0.2 0.2 0.11
C -3.150 3.170 -0.403 0.4 -0.3 0.0 0.05
C -2.293 -0.366 0.883 0.2 0.0 -0.5 -0.19
N 5.278 5.438 0.490 -0.4 -0.6 -0.1 0.12
C 2.812 3.626 -0.941 -1.6 0.0 -1.6 -0.21
H -2.803 -3.177 -0.713 -0.3 0.1 0.0 0.00
H -2.763 -0.889 -3.196 0.1 -0.1 -0.1 0.00
F 8.236 0.373 -1.024 -0.2 0.3 0.1 0.12
Ge -1.503 -0.894 -0.887 -0.7 -0.6 0.1 0.78
H 0.122 -7.169 1.092 0.1 -0.1 0.0 0.07
H -4.952 6.572 0.428 0.1 0.2 0.0 0.09
N 2.056 3.762 -1.809 0.6 0.1 0.5 0.19
C -1.278 3.306 1.146 -0.8 0.1 -0.5 -0.21
Cr 1.647 0.596 -0.260 -2.7 -2.3 -0.9 0.58
H -1.489 -0.151 1.579 0.2 0.0 0.2 0.02
H 0.823 -1.293 -1.714 0.0 0.0 -0.2 -0.04
H 1.878 -6.095 -0.418 0.1 -0.1 0.0 0.08
C -1.949 4.236 1.914 0.5 -0.3 0.0 0.01
B 0.116 1.809 0.236 0.3 0.5 -0.6 -0.53
O 3.249 -1.265 -0.081 -0.5 0.2 0.6 -0.30
N 3.828 2.325 0.836 -0.7 0.4 -0.5 0.07
O -0.066 2.741 1.293 0.2 0.2 0.6 0.13
N 0.380 -3.882 1.677 -0.2 0.3 0.3 -0.11
S 6.228 -1.101 0.049 1.9 -0.4 -0.4 0.58
O 5.956 -2.501 -0.076 -0.1 -0.4 0.0 -0.29
O 3.216 0.240 -2.043 -0.3 1.1 -0.2 -0.27
H -5.948 2.416 0.040 0.0 -0.1 0.0 0.08
C 3.736 3.449 0.089 -0.3 -2.3 1.0 -0.31
H 0.762 -4.781 -0.809 -0.1 0.1 -0.1 0.08
H -7.237 3.604 0.307 -0.2 0.0 0.0 0.08
H 0.935 -2.170 0.758 0.0 -0.2 0.1 0.02
C 7.889 -0.900 -0.839 0.0 0.0 -0.2 -0.65
H -5.363 3.643 -2.003 0.1 -0.1 -0.1 0.07
C -3.841 4.100 0.376 0.0 0.1 0.1 -0.20
H -0.975 -5.854 0.649 -0.1 0.1 -0.1 0.07
H -3.749 5.318 2.141 -0.1 0.1 0.0 0.09
C -1.888 2.777 -0.005 -0.1 0.6 0.7 -0.22
C -5.687 5.803 0.648 0.1 -0.2 -0.1 -0.08
C -1.780 -2.896 -0.945 0.2 0.5 0.0 -0.24
H -2.710 0.737 -2.519 0.0 0.3 -0.1 -0.02
H -0.646 -6.189 2.346 -0.1 0.0 0.2 0.07
H -2.900 0.531 0.790 -0.1 0.1 0.0 0.00
C -6.195 3.361 0.518 0.1 0.2 -0.1 -0.05
C -0.207 -6.165 1.350 0.2 0.2 -0.1 -0.06
C 0.394 -0.520 -1.053 -0.9 -0.6 0.0 -0.37
H 2.167 -2.873 1.585 -0.1 -0.1 0.1 0.06
H -5.777 5.702 1.726 0.0 0.1 0.2 0.07
H -6.068 3.236 1.592 0.0 0.0 0.1 0.08
F 7.861 -1.481 -2.043 -0.2 -0.1 -0.1 0.11
C 4.596 4.514 0.329 1.6 1.5 0.6 -0.22
H -1.509 4.669 2.800 0.1 0.0 0.1 0.11
H 2.324 -6.665 2.122 0.1 -0.2 -0.1 0.07
H 0.049 -3.952 2.638 0.1 0.0 -0.2 0.10
H -6.652 6.126 0.262 -0.1 0.0 0.0 0.07
H -2.912 -1.152 1.306 -0.1 -0.2 0.0 0.00
H -1.133 -3.357 -0.208 0.1 -0.1 0.2 -0.04
C -3.232 4.603 1.520 -0.2 0.2 -0.1 -0.06
H -6.433 5.009 -1.736 -0.1 0.0 0.0 0.07
C 1.531 -5.110 -0.115 -0.1 0.1 0.3 -0.04
O 2.953 1.399 0.581 3.6 3.1 2.0 -0.32
H 1.706 -5.519 3.314 -0.1 0.0 0.1 0.07
O 6.474 -0.592 1.356 -0.2 0.6 0.2 -0.27
C -5.446 4.606 -1.511 0.0 0.0 0.2 -0.06
H -3.575 2.747 -1.298 -0.1 -0.1 -0.1 0.11
H -4.696 5.273 -1.927 0.1 0.1 -0.1 0.09
F 3.075 -2.192 -3.226 -0.1 0.3 0.1 0.11
F 5.219 -2.147 -3.113 0.0 0.3 0.3 0.11
F 8.906 -1.477 -0.171 -0.4 -0.1 0.3 0.11
H -3.867 -0.450 -1.892 -0.1 0.0 0.1 0.00
N 1.165 -2.696 1.604 0.1 -0.1 -0.1 0.03
S 3.916 -0.664 -1.191 1.6 -2.6 -1.8 0.56
```
Positions in Å, forces in eV/Å.

As for the total energy: -6293.733300 Ha. For the energy above the lowest of the compared OMol25 structures with the same formula, charge and spin, the calculation gives 35.7 kcal/mol. The value obtained for the HOMO energy (alpha / beta) is -1.96 / -1.52 eV. As for the HOMO-LUMO gap (alpha / beta): 5.831 / 5.387 eV. As for the LUMO energy (alpha / beta): 3.868 / 3.869 eV. As for the charge: -2. The spin multiplicity is 2.

- The highest total energy belongs to which entry?
  number 1

- Number 3 is which compound?
  C23H34BCrF6GeN6O7S2